[1]
120
Properties=species:S:1:pos:R:3:forces:R:3 method="wB97M-V/def2-TZVPD" de_lowest_ev=2.420 fmax_ev_per_a=2.48 e_tot_ha=-1943.33370 smiles=CC(C)O.CC(C)O.CC(C)O.CC(C)O.CC(C)O.CC(C)O.CC(C)O.CC(C)O.CC(C)O.CC(C)O e_lumo_ha=0.016
C -4.242335 3.446752 -3.233073 -1.134 0.856 0.152
C -4.065388 1.957637 -3.344395 0.978 -0.537 -0.768
C -2.582603 1.597858 -3.073513 -1.408 -0.803 -0.967
O -4.967664 1.262979 -2.515741 0.194 0.191 1.165
H -5.290822 3.713494 -3.528928 0.845 -0.114 0.430
H -3.573991 4.012323 -3.886773 0.070 -0.160 -0.006
H -4.052388 3.781580 -2.190875 -0.208 -0.134 -0.500
H -4.339197 1.643459 -4.355880 0.084 -0.023 0.009
H -2.374337 0.528736 -2.964653 -0.351 0.190 0.236
H -2.262221 2.165942 -2.253199 0.662 0.356 1.553
H -2.001663 1.915661 -3.907661 0.546 0.394 -0.820
H -4.734933 1.533750 -1.604158 -0.376 -0.346 -0.481
C -4.658089 1.945883 2.568338 1.077 0.624 -0.794
C -4.056401 3.217055 3.087747 -0.009 2.417 0.556
C -2.558299 3.176954 3.357985 -0.259 -0.351 -0.869
O -4.275269 4.253023 2.031950 0.092 -0.849 0.852
H -5.715643 2.045288 2.520403 -0.901 0.024 -0.269
H -4.417835 1.061510 3.138098 0.302 -0.173 0.201
H -4.214088 1.907847 1.553186 -0.461 -0.581 0.326
H -4.565905 3.664206 3.966773 -0.043 -0.760 -0.159
H -2.147254 4.152489 3.661876 -0.259 -0.315 -0.050
H -2.147093 2.895085 2.377617 0.489 0.005 0.402
H -2.311374 2.420099 4.100450 0.112 -0.024 0.068
H -4.053419 5.079084 2.480405 -0.067 -0.043 -0.313
C 1.543809 3.509691 2.027722 0.314 2.015 -0.574
C 2.367183 3.316044 0.728739 -0.235 0.005 -0.468
C 3.627702 2.524737 1.085291 0.235 0.159 -0.475
O 1.706389 2.482673 -0.280210 -0.330 1.598 -0.112
H 2.211588 4.071204 2.735612 -0.637 -0.540 -0.470
H 1.269002 2.575714 2.461793 -0.170 -0.758 0.298
H 0.620305 4.135616 1.902125 0.748 -0.648 -0.107
H 2.514588 4.304705 0.190370 0.317 -0.882 1.024
H 4.368222 2.501078 0.283386 -0.146 0.197 -0.196
H 3.279646 1.485979 1.164312 0.199 0.221 0.512
H 4.161790 2.881104 1.974575 -0.408 -0.204 -0.020
H 1.375495 3.145146 -0.962417 0.145 -1.082 0.648
C 1.258984 1.614440 -5.056151 0.294 -0.552 -0.929
C 1.717266 0.567346 -4.048281 -1.225 0.373 0.277
C 1.106905 -0.797288 -4.230301 -1.126 -0.891 0.769
O 3.103495 0.424041 -4.231925 0.843 0.261 -0.509
H 1.561904 1.263499 -6.059161 -0.291 0.090 0.257
H 1.886132 2.445273 -4.854151 0.480 1.155 0.065
H 0.223573 1.973920 -5.100177 0.119 -0.566 0.415
H 1.482726 0.970904 -3.025522 0.220 -0.508 -0.677
H 1.496138 -1.439651 -3.414195 -0.359 0.131 -0.391
H 1.324032 -1.310542 -5.181977 0.199 0.598 0.201
H -0.005276 -0.760192 -4.135884 0.700 -0.009 0.030
H 3.560340 0.453220 -3.397092 0.044 0.048 0.332
C 2.806023 -3.720504 3.041054 0.327 0.393 0.258
C 1.865283 -4.572504 2.242611 -1.433 -0.087 0.107
C 1.339911 -5.754139 3.091373 0.621 0.345 -0.860
O 0.699927 -3.762565 1.883763 0.535 0.261 0.063
H 2.269417 -3.186094 3.838985 0.381 -0.330 -0.061
H 3.263932 -2.983032 2.383655 0.103 0.190 0.025
H 3.625466 -4.354608 3.440489 -0.529 0.393 -0.040
H 2.426329 -4.833831 1.344910 -0.366 -0.554 -0.233
H 2.073735 -6.589871 3.074434 -0.637 0.373 0.182
H 0.366837 -6.035021 2.654248 0.446 -0.288 0.476
H 1.218211 -5.345165 4.102154 -0.175 -0.436 -0.111
H 0.015592 -4.209682 1.334696 0.737 -0.031 0.410
C -1.094261 -5.221915 -2.163604 0.870 0.757 0.336
C -1.019653 -5.822545 -0.764092 -0.706 0.596 -0.622
C 0.381069 -6.243226 -0.354223 0.140 -0.278 -1.292
O -1.499737 -4.835186 0.211569 1.386 -0.869 0.046
H -1.071326 -5.963226 -2.988335 0.100 0.523 0.570
H -0.282221 -4.485240 -2.202612 0.223 -0.304 -0.580
H -1.959947 -4.574420 -2.224068 -0.620 -0.260 -0.277
H -1.725600 -6.631433 -0.799124 -0.232 -0.794 0.596
H 0.934260 -6.863699 -1.105793 -0.954 0.343 0.307
H 0.362411 -6.815746 0.550244 0.142 -0.052 0.685
H 0.989508 -5.350368 -0.298801 0.150 0.272 0.435
H -2.342847 -4.470234 -0.039847 -0.387 0.017 -0.333
C -1.473766 -1.149742 5.827066 0.831 -0.257 -1.394
C -1.001993 -2.581675 5.586579 0.172 -0.550 -1.070
C -1.980645 -3.322446 4.653261 -0.614 0.064 0.562
O 0.292200 -2.635590 4.934621 -0.254 0.398 1.293
H -0.835636 -0.557465 6.474736 0.152 -0.121 0.108
H -2.470009 -1.174079 6.201435 -0.849 0.123 0.439
H -1.487883 -0.679557 4.821607 -0.077 0.038 0.575
H -0.882866 -3.135258 6.506608 0.037 -0.050 0.428
H -1.655174 -4.357723 4.422844 -0.250 0.576 0.343
H -1.964080 -2.759092 3.730551 -0.079 0.090 -0.560
H -3.048645 -3.285883 5.002847 1.030 -0.261 -0.112
H 0.161952 -2.774060 4.001314 -0.141 -0.089 -0.788
C -0.025544 5.924598 -3.564366 -0.045 0.215 0.066
C 0.067618 5.366184 -2.178499 0.416 -0.252 -0.990
C -1.259913 4.874681 -1.689711 0.401 0.389 0.049
O 0.926993 4.228971 -2.239487 0.120 -0.974 0.572
H 0.906897 6.274690 -4.016958 0.024 -0.193 0.208
H -0.698024 6.757882 -3.503844 -0.498 0.538 -0.398
H -0.458515 5.117814 -4.137122 -0.125 0.024 -0.648
H 0.484565 6.070684 -1.488663 0.240 0.622 0.585
H -1.942678 5.707367 -1.525777 -0.095 -0.198 0.090
H -1.028875 4.347007 -0.803195 -0.261 -0.355 1.496
H -1.679551 4.112833 -2.315594 -0.238 0.006 -0.768
H 1.791295 4.454682 -2.577782 0.248 0.332 -0.303
C 4.101492 -0.264165 -1.299339 0.187 0.217 0.462
C 3.956345 -1.717121 -1.633716 -2.361 -0.091 0.196
C 5.156548 -2.612215 -1.523416 0.615 0.458 -0.391
O 2.727135 -2.256003 -0.986760 0.963 -0.048 -0.547
H 3.218202 0.309426 -1.499836 -0.960 -0.020 -0.327
H 4.857291 0.176748 -1.933269 0.786 0.206 0.242
H 4.229446 -0.054609 -0.245047 0.768 -0.113 0.291
H 3.640269 -1.690735 -2.671014 -0.049 -0.473 -0.314
H 5.884612 -2.357495 -2.320837 -0.527 -0.272 0.141
H 4.847484 -3.647803 -1.604986 0.082 -0.137 -0.075
H 5.724339 -2.455744 -0.623579 0.022 -0.079 0.771
H 2.654704 -2.107621 -0.032377 0.481 0.181 -0.231
C -0.127335 -0.280967 -0.813648 0.518 1.328 0.707
C -0.778936 0.231752 0.466530 -0.837 1.024 0.125
C -0.134723 -0.256135 1.722051 0.013 -1.802 0.876
O -0.875580 1.700968 0.480222 -0.145 -1.173 -0.223
H 0.762483 0.343802 -1.047840 -0.667 -0.380 -0.050
H -0.843842 -0.306737 -1.593444 -0.531 0.526 -1.032
H 0.201263 -1.280411 -0.745848 0.540 -1.283 0.481
H -1.823130 -0.119781 0.546659 0.211 0.241 -0.440
H 0.857483 0.144141 1.876565 0.377 0.206 0.031
H -0.034680 -1.382022 1.659668 0.016 1.072 0.103
H -0.747999 -0.065470 2.627066 0.330 0.203 -0.542
H 0.013327 2.030321 0.257584 0.002 -0.134 0.022



[2]
15
Properties=species:S:1:pos:R:3:forces:R:3 method="wB97M-V/def2-TZVPD" de_lowest_ev=3.215 fmax_ev_per_a=6.23 e_tot_ha=-743.41528 e_lumo_ha=0.026
H -1.979343 -1.068987 1.027659 -1.485 0.707 -0.179
N -2.891770 -1.076821 0.494493 1.859 0.204 -4.333
C -2.650970 -0.381494 -0.631427 -0.859 1.616 3.716
N -1.699176 0.721170 -0.556461 0.082 -0.753 -2.042
N -0.904964 0.716725 0.570615 0.660 3.483 2.558
C 0.601150 0.805584 0.378731 -1.763 1.863 0.814
C 1.245669 -0.507448 0.243825 -2.118 -3.487 4.704
Cl 2.789429 -0.271480 -0.269976 4.049 0.396 -2.349
H -3.340722 -0.284314 -1.534741 0.884 -0.425 1.433
H -1.708604 1.625211 -1.114316 -0.333 -2.142 0.598
H -1.187432 1.635496 1.099566 0.765 -2.493 -0.768
H 0.773116 1.215812 -0.564403 0.117 1.485 -1.752
H 1.124076 1.552374 1.147559 -1.326 -1.963 -1.365
H 0.617562 -1.328146 -0.438648 1.620 2.157 2.243
H 1.577330 -0.759662 1.459608 -2.152 -0.648 -3.280



[3]
16
Properties=species:S:1:pos:R:3:forces:R:3 method="wB97M-V/def2-TZVPD" de_lowest_ev=1.103 fmax_ev_per_a=5.09 e_tot_ha=-1287.02240 smiles="C[C@@]1([S@H](=N)=O)SC([O-])=NC1=O" e_lumo_ha=0.120 total_charge=-1
C -1.086149 0.651852 -1.310576 -0.150 2.075 -1.094
C -0.156514 0.049543 -0.306847 2.941 -1.916 -1.061
S -1.085732 -1.285100 0.610786 -2.177 -0.334 -0.076
N -0.231671 -2.116987 1.545267 -3.800 -1.927 -1.390
O -1.990760 -2.111584 -0.233700 1.255 1.766 0.909
S 1.486736 -0.628747 -1.255774 -2.272 0.712 1.133
C 2.559015 0.670469 -0.228964 -1.549 -2.475 -1.113
O 3.693968 0.709930 -0.534398 2.307 0.528 -0.677
N 1.846081 1.137810 0.714645 -1.127 1.608 1.933
C 0.512795 0.931405 0.799721 1.986 -0.556 -2.391
O -0.154215 1.407560 1.652654 -2.430 1.004 2.269
H -1.331878 -0.131362 -2.127548 0.294 1.648 1.330
H -0.629473 1.699729 -1.737536 -0.923 -2.848 0.749
H -1.985141 0.987125 -0.742382 0.139 -0.351 -0.655
H -1.973463 -0.343739 1.380955 1.220 -1.259 -1.322
H 0.526406 -1.627898 1.773703 4.288 2.326 1.455



[4]
8
Properties=species:S:1:pos:R:3:forces:R:3 method="wB97M-V/def2-TZVPD" de_lowest_ev=1.205 fmax_ev_per_a=3.98 e_tot_ha=-1048.73282 smiles="O=C(O)S.Cl" e_lumo_ha=0.011
O -1.355656 1.334896 -0.498876 0.443 -3.181 1.073
C -0.803184 0.377203 0.051089 0.039 3.731 -1.384
O 0.387676 0.696043 0.652182 -2.178 -2.013 2.319
S -1.226064 -1.366432 0.039840 -0.899 0.749 -0.927
H 0.797510 -0.134894 1.092830 -1.055 1.935 -0.857
H -2.199862 -1.232533 -0.958778 0.948 0.002 1.087
Cl 2.303994 -0.473125 -0.238554 2.374 -0.802 -1.052
H 2.095586 0.798844 -0.139737 0.328 -0.421 -0.259



[5]
19
Properties=species:S:1:pos:R:3:forces:R:3 method="wB97M-V/def2-TZVPD" de_lowest_ev=12.472 fmax_ev_per_a=5.12 e_tot_ha=-439.06758 e_lumo_ha=-0.174
O 0.986953 -1.755707 -1.687223 -0.568 0.456 -0.162
C 0.923434 0.331862 1.880627 -0.721 1.032 4.960
O 1.056972 1.561476 2.097880 0.096 -0.246 -0.903
C -0.412911 -0.254059 1.604680 1.206 -1.086 -1.383
C 0.798569 -0.123421 0.295171 -1.835 -0.110 -4.459
C 0.258016 1.000287 -0.612541 0.154 1.244 0.497
N -0.486167 0.538049 -1.732825 0.172 -0.714 1.240
H 1.591265 -0.327151 2.501440 -0.150 -0.088 -1.238
H -0.560969 -1.322199 1.597180 0.308 -0.257 0.723
H -1.357255 0.249414 1.402452 0.480 0.790 -0.353
H 1.867224 -0.198137 0.061552 -0.089 -0.461 1.073
H 0.419591 -1.047710 -0.254591 0.692 -0.717 0.682
H 1.123161 1.613540 -0.929718 -0.341 0.052 0.001
H -0.457760 1.601414 -0.042105 0.625 0.326 -0.157
H -0.176542 -0.330446 -2.184231 0.612 -0.175 -0.135
H -1.487377 0.583560 -1.427134 -1.165 0.036 -0.245
H -3.168102 -0.233872 -0.258506 -0.029 -0.118 -0.163
H 1.625387 -2.386223 -2.043387 -0.029 -0.009 0.149
O -2.543488 0.499325 -0.268721 0.582 0.047 -0.128



[6]
50
Properties=species:S:1:pos:R:3:forces:R:3 method="wB97M-V/def2-TZVPD" de_lowest_ev=2.927 fmax_ev_per_a=2.72 e_tot_ha=-1414.76375 smiles="Cc1noc(C)c1CN(C(=S)N[C@@H]1C[C@@H]2CC[C@H]1C2)c1ccccc1" e_lumo_ha=0.019
C 0.232724 0.162262 -3.733850 0.871 0.381 -0.991
C -1.144608 -0.377647 -3.606056 -0.682 0.672 -0.723
N -2.126674 0.083674 -4.335797 -0.299 0.067 0.045
O -3.314899 -0.576727 -3.900457 1.388 -0.593 0.439
C -2.924282 -1.449224 -2.939055 -0.650 0.364 0.941
C -3.908094 -2.241967 -2.158003 -1.053 -0.103 -1.323
C -1.615452 -1.339289 -2.681673 1.370 -0.832 0.242
C -0.721864 -2.095692 -1.714890 -0.418 -0.128 -0.641
N -0.339203 -1.237729 -0.587898 2.703 0.218 -0.146
C 1.007387 -0.855625 -0.384234 0.400 0.016 0.701
S 2.260961 -1.163773 -1.441176 -0.224 -0.357 -0.443
N 1.354677 -0.219528 0.795182 -1.168 -0.567 -0.969
C 2.660152 0.430799 1.071378 -0.517 -1.283 -1.055
C 2.833140 0.695163 2.545947 -0.970 -0.008 0.839
C 2.991855 2.202823 2.531828 0.807 0.130 1.678
C 1.649702 2.820916 2.162023 0.551 1.522 -0.285
C 1.655266 2.685056 0.636293 -0.854 0.262 -1.046
C 2.860644 1.799113 0.388962 0.776 0.456 -0.782
C 3.903123 2.444855 1.327885 -1.215 0.822 -0.611
C -1.272062 -1.162675 0.469432 0.166 -0.498 0.518
C -1.342422 -2.250406 1.381386 -0.805 1.498 -0.220
C -2.304330 -2.127332 2.389589 0.001 -0.666 0.130
C -3.139248 -1.013103 2.455458 0.206 0.438 -0.494
C -3.012783 0.038280 1.540090 -0.313 -0.321 0.798
C -2.074590 -0.014899 0.550410 0.932 -0.723 -0.695
H 0.988773 -0.607954 -4.048664 -0.854 0.660 0.343
H 0.298261 1.031467 -4.433146 -0.332 -0.824 0.354
H 0.556651 0.535098 -2.768196 0.116 -0.073 0.144
H -4.579264 -1.612502 -1.577535 -0.126 0.168 -0.148
H -4.499288 -2.853823 -2.865770 0.010 0.244 0.479
H -3.441679 -2.907529 -1.461290 0.532 -0.316 0.263
H -1.232135 -2.979113 -1.321929 -0.185 0.154 0.097
H 0.143417 -2.521827 -2.254698 -0.079 0.709 0.474
H 0.596782 -0.149455 1.464261 0.361 0.304 0.161
H 3.467066 -0.255653 0.785860 -0.480 0.117 -0.452
H 1.977672 0.307804 3.154381 0.504 0.556 -0.392
H 3.702313 0.184050 2.921080 0.483 -0.113 0.180
H 3.444144 2.570395 3.434215 -0.128 0.307 0.707
H 0.800022 2.318114 2.572183 -0.430 -0.307 0.658
H 1.631598 3.894829 2.459996 -0.197 -0.748 -0.116
H 0.758092 2.219374 0.197857 0.075 0.133 0.389
H 1.712669 3.683722 0.153365 0.346 -0.648 0.125
H 3.155434 1.737612 -0.652897 -0.059 -0.208 -0.140
H 4.090604 3.531389 1.109044 -0.298 -0.965 0.166
H 4.846956 1.938027 1.347215 0.505 -0.425 0.220
H -0.696786 -3.134515 1.304484 -0.246 0.549 -0.090
H -2.405015 -2.957846 3.100429 -0.078 0.502 -0.185
H -3.915542 -0.886445 3.189529 -0.016 -0.382 0.367
H -3.643333 0.901477 1.625738 -0.303 0.234 0.080
H -1.926532 0.775978 -0.198282 -0.127 -0.395 0.409